Entry from the OMol25 dataset: a cluster of 2 separate species, C4H9N2 in total at a distorted geometry (ωB97M-V/def2-TZVPD).

XYZ file:
```
15
C4H9N2 ωB97M-V/def2-TZVPD
N -2.834 0.238 -0.552
N -0.503 1.170 -0.175
C 1.039 -0.681 0.425
C -2.873 -0.741 0.010
C 2.148 -0.330 -0.475
C -0.058 0.086 0.652
H 1.337 -1.437 1.088
H -1.476 0.931 -0.476
H -3.029 -1.440 0.687
H -0.694 2.013 0.296
H 3.002 -0.323 0.184
H -0.759 -0.176 1.352
H 2.037 0.582 -1.091
H 0.214 1.356 -0.889
H 2.450 -1.246 -1.036
```

Its largest force on an atom is 4.296 eV Å⁻¹. Its orbital gap is 0.412 Ha. For the relative energy (zero: lowest compared OMol25 entry of this formula, charge and spin), the calculation gives 279.9 kJ/mol. Its net charge is +1.